[1]
{"formula": "C38H34BrCeN7O3Te", "method": "ωB97M-V/def2-TZVPD", "e_lumo_ev": -7.55, "e_homo_ev": -13.586, "total_charge": 2, "e_above_lowest_kj_mol": 0.00, "e_tot_ha": -5394.1553, "species": ["Ce", "Te", "Br", "O", "O", "O", "N", "N", "N", "N", "N", "N", "N", "C", "C", "C", "C", "C", "C", "C", "C", "C", "C", "C", "C", "C", "C", "C", "C", "C", "C", "C", "C", "C", "C", "C", "C", "C", "C", "C", "C", "C", "C", "C", "C", "C", "C", "C", "C", "C", "C", "H", "H", "H", "H", "H", "H", "H", "H", "H", "H", "H", "H", "H", "H", "H", "H", "H", "H", "H", "H", "H", "H", "H", "H", "H", "H", "H", "H", "H", "H", "H", "H", "H", "H"], "coordinates": [[-0.26407, -0.58232, 0.17748], [-1.75430, 1.28859, 2.62010], [0.11926, -7.77342, 0.16242], [1.48306, 0.05735, -0.60906], [-2.50470, -0.97767, 0.20814], [4.56154, -0.59985, 0.63830], [1.75956, -0.40690, 2.00812], [-4.65301, -1.55183, -0.16535], [1.28403, -0.97354, 3.26404], [-0.72316, -0.73064, -2.29578], [-0.59950, 1.77791, -0.60164], [0.00025, -3.12865, 0.32266], [-4.83627, -1.52402, -3.98540], [0.24498, -3.85955, 1.41937], [4.07441, 3.01606, -1.56368], [-3.46317, -1.23457, -0.63443], [2.69996, 3.28487, -1.58270], [2.98002, -3.22554, -3.03101], [-0.02779, 4.15264, -0.78899], [-0.00283, -5.91469, 0.24224], [3.27804, -1.98843, -2.39686], [0.26597, 2.68480, -0.91272], [3.61802, 0.71008, -1.01294], [-0.26526, -3.78755, -0.81927], [-0.71529, 4.93034, -1.71195], [-2.41176, 2.57543, 1.01933], [4.01533, -0.62448, -0.42850], [1.74190, 2.33192, -1.18642], [-1.87836, -0.93612, -2.28229], [-0.42200, 6.88498, -0.30704], [0.47876, 4.74859, 0.38287], [-0.27768, -5.16646, -0.91554], [-4.16245, -1.39384, -3.04328], [4.95991, 4.17776, -1.83824], [3.47263, -4.34200, -0.90367], [2.28336, 1.03853, -0.95509], [0.24766, 6.10128, 0.62481], [3.81649, -3.10353, -0.35770], [0.24485, -5.23920, 1.42784], [-0.92489, 6.29794, -1.44785], [-3.19828, -1.23845, -2.05095], [-2.99367, -1.31790, 3.41644], [-1.99954, 2.22131, -0.40696], [3.69266, -1.93066, -1.10763], [-4.62648, 0.39023, 2.76903], [-3.33412, -0.03678, 2.91469], [-5.67425, -0.52380, 2.99469], [4.50139, 1.71423, -1.29187], [3.10131, -4.35177, -2.25016], [-5.36126, -1.81952, 3.43897], [-4.03022, -2.16142, 3.70555], [0.47976, -3.34318, 2.33616], [2.82690, -5.27296, -2.76214], [-2.04810, 3.52762, 1.35358], [-2.23500, 3.11936, -0.99155], [4.44428, 5.10774, -1.96062], [2.40435, 0.41392, 2.14115], [-0.55658, 7.94391, -0.11262], [-3.81611, -3.15904, 4.05748], [1.08643, 4.11944, 1.01888], [-6.65414, -0.24267, 2.77583], [-3.49008, 2.60058, 1.06762], [0.66125, 6.53048, 1.53795], [-1.96297, -1.64009, 3.52790], [-2.63072, 1.37955, -0.72802], [2.34036, 4.28092, -1.71244], [5.56612, 1.47684, -1.34648], [5.56890, 4.06544, -2.75308], [2.03115, -1.37040, 3.83832], [4.15758, -3.02499, 0.67977], [-0.45224, -5.64783, -1.86998], [-6.13799, -2.52218, 3.62621], [3.51058, -5.28019, -0.36656], [5.68656, 4.38080, -1.00995], [0.48421, -5.79486, 2.35778], [2.36558, -1.14857, 1.65107], [0.90307, -0.21286, 3.82055], [-4.86599, 1.40770, 2.47294], [-0.52303, -3.20897, -1.67884], [2.54945, -3.27722, -4.03284], [-1.04372, 4.44597, -2.64479], [-4.84556, -1.63515, 0.83252], [3.19727, -1.08899, -2.98827], [-5.41507, -1.73700, -0.78802], [-1.40759, 6.86717, -2.22164]], "atomic_forces_ev_per_a": [[0.7, 0.5, 0.0], [0.8, 0.1, -0.4], [-0.1, 0.0, 0.0], [-1.9, -1.4, 0.6], [0.3, -0.1, -0.6], [0.4, 0.0, 1.2], [0.3, -0.1, 0.7], [-0.4, 0.0, 0.7], [-0.3, 0.4, 0.2], [-0.8, -0.2, 0.3], [-0.2, 0.4, 0.3], [-0.1, 0.3, -0.1], [0.7, 0.2, 1.6], [0.1, -0.2, 0.0], [-1.2, 0.3, -0.5], [0.2, -0.5, -0.5], [-0.5, -0.8, 1.2], [0.0, 1.4, 1.2], [0.3, 0.3, 0.2], [0.0, 0.4, -0.7], [-0.7, -0.6, -2.4], [2.0, -0.3, -0.1], [-0.2, 0.1, 0.1], [-0.2, -0.7, 0.4], [0.0, -0.1, -0.1], [0.1, -0.6, 0.2], [-0.1, -0.4, -1.2], [0.0, -0.4, 0.1], [1.2, 0.0, -0.5], [-0.2, 0.0, 0.4], [-0.4, 0.0, -0.7], [0.3, -0.2, 0.5], [-1.2, -0.4, -2.4], [2.2, 0.1, 0.2], [0.3, 1.0, -0.5], [-0.8, 1.2, -0.5], [0.6, -0.5, 0.4], [-0.2, -0.8, 0.8], [0.3, -0.5, 0.7], [0.3, -1.0, -0.8], [-0.1, 0.5, 2.0], [-0.4, 1.2, -0.7], [-0.4, -0.3, 0.2], [0.5, 0.3, 1.2], [-1.0, -0.4, 0.0], [0.9, -0.4, 0.6], [2.1, -1.0, 0.2], [1.3, 0.6, -0.5], [-0.6, -1.0, -0.7], [0.4, 1.5, -0.1], [-0.6, -0.8, -0.2], [0.0, 0.3, 0.1], [0.2, -0.2, 0.4], [0.3, 0.6, -0.1], [0.1, -0.5, -0.2], [-0.7, 0.3, -0.1], [-0.7, -0.9, -0.1], [0.0, -0.1, -0.1], [0.0, -0.1, 0.2], [0.0, 0.2, 0.4], [-1.5, 0.4, -0.1], [-0.3, 0.0, 0.1], [-0.2, 0.0, -0.3], [0.0, 0.1, 0.1], [0.1, 0.4, -0.2], [0.1, 0.6, -0.3], [-0.2, 0.2, 0.2], [-0.2, -0.2, 0.4], [0.1, 0.2, -0.4], [-0.1, -0.1, -0.4], [-0.1, 0.0, 0.1], [-0.5, -0.4, 0.1], [0.1, 0.2, 0.2], [-0.5, -0.5, -0.6], [-0.2, 0.5, -0.8], [0.1, 0.3, -0.3], [-0.1, -0.1, -0.1], [0.1, -0.1, 0.0], [0.1, 0.4, -0.5], [0.5, 0.1, 0.2], [0.0, 0.5, 0.4], [0.3, 0.2, -0.3], [-0.1, 0.3, 0.0], [-0.2, -0.1, -0.3], [-0.2, 0.3, 0.0]]}

***

[2]
{"formula": "C38H34BrIN5O4RuS3", "method": "ωB97M-V/def2-TZVPD", "e_lumo_ev": [-3.30, -4.74], "e_homo_ev": [-10.829, -10.832], "total_charge": 1, "e_above_lowest_kj_mol": 108.50, "spin_multiplicity": 5, "e_tot_ha": -6204.0915, "species": ["I", "Ru", "Br", "S", "S", "S", "O", "O", "O", "O", "N", "N", "N", "N", "N", "C", "C", "C", "C", "C", "C", "C", "C", "C", "C", "C", "C", "C", "C", "C", "C", "C", "C", "C", "C", "C", "C", "C", "C", "C", "C", "C", "C", "C", "C", "C", "C", "C", "C", "C", "C", "C", "C", "H", "H", "H", "H", "H", "H", "H", "H", "H", "H", "H", "H", "H", "H", "H", "H", "H", "H", "H", "H", "H", "H", "H", "H", "H", "H", "H", "H", "H", "H", "H", "H", "H", "H"], "coordinates": [[-2.63596, 0.56095, 6.15019], [0.12047, -0.17573, 0.47077], [-4.76796, -0.38249, -1.40984], [-0.60304, 4.29571, 2.07745], [1.86426, 1.32246, 4.00963], [4.31898, 3.04759, 1.11661], [-1.92846, -0.22459, -0.52237], [0.74470, 1.42637, 1.18633], [-1.40109, 6.24323, -4.12264], [-0.16389, -0.49127, -1.77163], [-0.30720, -2.53804, 0.16307], [-2.70644, 0.09766, 1.97777], [-0.82171, 2.24246, -1.21097], [-1.45687, -0.34440, 2.18667], [-3.51147, 5.98875, -3.34755], [-1.55597, -0.19910, -4.11634], [-2.24721, -0.27690, -2.90454], [-1.41866, -0.34181, -1.67276], [0.73326, 3.81492, 1.09955], [-0.88933, 5.66987, 1.10001], [-2.39351, 4.02705, -1.47814], [2.84907, 1.99032, -0.68179], [0.93975, 4.69430, 0.08048], [1.90638, 2.65482, 2.93167], [-0.25923, 2.61566, -2.36152], [2.66225, 3.55995, 4.93221], [2.78107, 2.49326, 0.58481], [-1.64882, -2.99768, -0.23447], [-3.64763, -0.25210, -2.93912], [1.26899, -2.46570, 1.95205], [5.04672, 2.61672, -0.36728], [2.34905, 3.78058, 3.56795], [-2.39282, 0.22189, 4.13828], [-3.30530, 0.44343, 3.12372], [-0.03158, -3.05795, 1.51998], [2.43729, 2.27213, 5.30791], [-2.22154, -0.09161, -5.32050], [-2.20662, 5.63164, -3.45224], [-4.31915, -0.14999, -4.14864], [2.21736, -3.17166, 2.67319], [0.00460, 5.76483, 0.07928], [1.54351, 2.57967, 1.45742], [2.82363, -0.63537, 1.71783], [-1.25192, -0.26644, 3.49621], [0.66909, -3.12177, -0.78780], [-3.60811, -0.06602, -5.33314], [3.46900, -2.61812, 2.91683], [-0.68552, 3.70077, -3.10655], [-1.78394, 4.42298, -2.66006], [1.55937, -1.17454, 1.50186], [-1.86859, 2.94396, -0.79090], [3.77774, -1.36431, 2.41531], [4.15521, 2.05967, -1.23210], [-1.70310, -4.08567, -0.12619], [1.74236, 4.59014, -0.63565], [2.56882, 1.82928, 6.28232], [-0.47535, -0.22155, -4.08306], [-0.17999, 3.99423, -4.01614], [-3.23071, 4.56830, -1.05755], [-1.69515, 6.34607, 1.33929], [0.61980, -4.21422, -0.73884], [0.56787, 2.00657, -2.71252], [-0.85284, -2.75311, 2.16870], [-3.82691, 6.76945, -3.89827], [-4.31811, 0.80889, 3.14759], [6.09856, 2.79545, -0.52429], [-4.14553, 0.01535, -6.26869], [0.00401, -4.15240, 1.50842], [3.08752, 0.34115, 1.33868], [1.99630, 1.57007, -1.19799], [1.67908, -2.80327, -0.54367], [1.98853, -4.17417, 3.01388], [2.42942, 4.74047, 3.07701], [-5.39986, -0.13960, -4.15645], [-3.05228, 0.10260, 1.02416], [0.42871, -2.78926, -1.79237], [-1.84332, -2.75207, -1.27568], [0.00717, 6.56634, -0.64547], [-0.30615, -0.56177, 3.91851], [-4.19492, 5.38267, -2.93273], [3.02270, 4.32651, 5.60164], [4.41663, 1.71294, -2.22128], [-2.31140, 2.62847, 0.14778], [-2.40569, -2.53149, 0.39170], [4.75641, -0.93233, 2.57705], [-1.66337, -0.02782, -6.24442], [4.20759, -3.17995, 3.47284]], "atomic_forces_ev_per_a": [[0.0, 0.0, 0.0], [0.0, -1.3, 0.2], [0.0, 0.0, 0.0], [0.0, 0.0, 0.0], [0.0, 0.0, 0.0], [-0.1, 0.0, 0.0], [0.1, 0.2, 0.0], [-0.2, 0.2, 0.1], [0.0, 0.0, 0.0], [-0.1, 0.1, 0.0], [0.1, 0.1, 0.1], [0.0, 0.0, 0.0], [0.0, 0.2, -0.3], [0.0, 0.1, 0.0], [0.0, 0.0, 0.0], [0.0, 0.0, 0.0], [-0.1, 0.0, 0.0], [0.0, 0.2, 0.0], [0.1, -0.1, 0.0], [0.0, 0.0, 0.0], [0.0, 0.0, 0.0], [0.0, 0.0, 0.1], [0.0, 0.0, 0.0], [0.0, 0.1, 0.0], [0.0, 0.0, -0.1], [0.0, -0.1, 0.1], [0.1, 0.0, 0.0], [-0.1, 0.0, 0.0], [0.1, 0.0, 0.0], [-0.2, -0.1, 0.0], [0.0, 0.0, 0.0], [-0.1, -0.1, -0.1], [0.0, 0.0, -0.1], [0.0, 0.0, 0.1], [0.1, 0.0, 0.1], [0.0, 0.0, 0.1], [0.0, 0.0, -0.1], [0.0, 0.0, 0.0], [0.0, 0.0, 0.1], [0.0, 0.0, 0.0], [0.0, 0.0, 0.0], [-0.1, 0.1, -0.1], [0.1, 0.0, 0.0], [0.0, 0.0, 0.1], [0.0, 0.0, 0.0], [0.0, 0.0, -0.1], [0.0, 0.0, 0.0], [0.0, 0.0, 0.0], [0.0, -0.1, 0.0], [0.2, 0.2, -0.1], [-0.1, -0.1, 0.1], [0.0, 0.0, 0.0], [0.1, 0.0, 0.0], [0.0, 0.0, 0.0], [0.0, 0.0, 0.0], [0.0, 0.0, 0.0], [0.0, 0.0, 0.0], [0.0, 0.0, 0.0], [0.0, 0.0, 0.0], [0.0, 0.0, 0.0], [0.0, 0.0, 0.0], [0.0, 0.0, 0.0], [0.0, 0.0, 0.0], [0.0, 0.0, 0.0], [0.0, 0.0, 0.0], [0.0, 0.0, 0.0], [0.0, 0.0, 0.0], [0.0, 0.0, 0.0], [0.0, -0.1, 0.0], [0.0, 0.0, 0.0], [0.0, 0.0, 0.0], [0.0, 0.0, 0.0], [0.0, 0.0, 0.0], [0.0, 0.0, 0.0], [0.0, 0.0, 0.0], [0.0, 0.0, 0.0], [0.0, 0.0, 0.0], [0.0, 0.0, 0.0], [0.0, 0.0, 0.0], [0.0, 0.0, 0.0], [0.0, 0.0, 0.0], [0.0, 0.0, 0.0], [0.0, 0.0, 0.0], [0.0, 0.0, 0.0], [0.0, 0.0, 0.0], [0.0, 0.0, 0.0], [0.0, 0.0, 0.0]]}